ORCA calculation (ωB97M-V/def2-TZVPD) on a structure of composition C39H49CrIN7O4P in a non-equilibrium geometry.

## Properties
HOMO (alpha / beta)   -6.7 / -7.0 eV
2S+1   5
Orbital gap (alpha / beta)   6.64 / 6.90 eV

Last column: Mulliken charge in e.
CARTESIAN COORDINATES (ANGSTROEM)
N -0.923 1.403 -1.979  2.11
H -1.045 -0.566 -2.525  0.27
H 6.641 0.736 2.325  0.41
H -5.959 3.071 -2.178  0.41
C -4.815 0.218 2.900  -1.01
C -2.949 2.058 -3.247  -0.46
C 0.150 -0.079 3.247  -0.46
H 1.180 -0.048 2.795  -1.03
C 3.128 2.607 -3.420  -1.67
O 2.750 0.163 -1.778  -0.94
H 5.398 3.160 -0.899  0.15
C -4.330 0.667 1.675  -1.52
C -0.507 0.301 -2.901  -1.40
H 2.180 3.074 -3.575  0.50
C -0.371 -2.946 -0.405  -0.79
H 4.034 -0.933 2.318  0.18
H 3.326 2.686 1.832  0.08
N -0.666 0.729 2.293  2.47
O 1.567 1.020 0.381  1.04
Cr -0.459 0.576 0.011  1.04
C 2.144 -2.969 0.682  -1.59
H 0.295 -6.318 -1.014  0.31
H 3.893 5.094 -2.797  0.44
C -2.083 0.546 2.489  -0.08
C -2.164 -4.155 -1.583  0.99
H 0.223 0.390 4.259  0.42
H -4.659 2.721 -4.297  0.33
N -1.559 -3.400 2.631  -0.70
H 2.255 -5.071 0.035  0.46
H 1.735 -0.973 1.040  -0.60
C 1.699 -4.139 0.075  -1.44
H 5.005 3.086 1.212  0.21
H 4.604 0.161 3.592  0.61
H -0.765 0.566 -3.933  0.41
H 0.522 0.101 -2.910  0.21
H -3.840 -4.893 -2.664  0.52
H 3.762 3.014 -4.168  0.57
C 0.384 -4.148 -0.401  1.88
C -2.976 0.896 1.452  0.96
H 2.337 4.679 -2.095  0.36
N -2.354 1.363 0.350  0.61
C 5.190 2.914 -1.920  -1.46
P 2.783 1.022 -0.556  -1.47
C -3.944 -0.092 3.912  -0.94
H -4.967 -2.689 -2.832  0.42
H -0.183 3.030 -3.116  0.63
H 6.438 1.361 0.579  0.33
H -5.919 0.111 3.003  0.30
H -5.087 2.396 -0.004  0.40
C 3.706 3.089 -2.108  1.75
C -0.324 2.160 2.449  -1.13
H -1.976 -0.147 4.533  0.44
C -4.235 2.495 -3.282  -0.83
C -4.408 2.229 -0.923  -0.53
H 6.142 -0.297 1.033  0.39
C 4.397 2.459 1.915  -1.14
C -0.008 2.514 -2.177  -0.99
C -4.062 -2.752 -2.264  -1.34
H -0.538 2.622 3.472  0.28
H 0.755 2.184 2.216  0.10
H -4.529 -3.620 1.362  0.60
H 0.954 2.120 -2.189  -0.27
C -3.595 -1.779 -1.383  -0.45
H -0.176 3.259 -1.383  0.15
N 0.197 -1.812 0.020  1.55
O 2.956 2.571 -0.970  0.11
I -3.493 -6.895 0.956  0.08
C 6.086 0.718 1.379  -1.72
C -2.827 -5.041 1.721  -0.80
C -2.339 1.796 -2.050  -0.27
C -1.549 -4.708 2.302  -0.27
H 4.675 2.609 2.968  0.52
C -3.076 1.821 -0.811  -0.21
H 2.994 0.407 2.899  0.20
C -3.438 -4.004 -2.234  -0.94
N -2.400 -1.897 -0.767  0.63
H -2.994 -1.979 2.418  0.23
C 3.395 4.568 -1.947  -1.66
H -0.773 2.854 1.733  0.16
H 2.986 1.543 -3.524  0.16
H -0.288 -1.066 3.169  0.36
H -1.811 -6.349 -1.735  0.69
C -1.460 -5.391 -1.431  -1.07
C -2.577 0.136 3.714  -0.12
H -2.408 1.864 -4.173  0.32
C 4.019 0.103 2.692  -1.36
H 3.756 5.012 -1.002  0.29
C 1.376 -1.847 0.579  0.40
C -1.739 -3.029 -0.915  0.02
H -4.259 -0.625 4.821  0.32
C -0.219 -5.354 -0.895  -1.00
N -2.751 -2.974 2.236  0.46
C -4.949 2.648 -2.123  -0.89
C 4.637 1.029 1.607  1.82
H -0.686 -5.318 2.427  0.55
O 4.153 0.672 0.291  0.11
H -4.963 0.900 0.828  0.27
H -4.187 -0.880 -1.344  0.42
H 3.073 -2.782 1.183  0.57
H 5.603 3.622 -2.643  0.58
H 5.629 1.945 -2.177  0.27
C -3.552 -3.904 1.635  -0.24

ORCA calculation (ωB97M-V/def2-TZVPD) on a structure of composition C7H16AlF4NOS.

## Properties
HOMO   -9.2 eV
Orbital gap   7.76 eV

Last column: Mulliken charge in e.
CARTESIAN COORDINATES (ANGSTROEM)
H 3.610 -1.251 0.203  0.41
N 2.908 1.642 0.438  -0.19
H -0.707 -2.755 -0.528  0.30
H 1.702 0.752 -1.026  0.34
S -0.542 0.022 0.222  -0.11
F -4.256 2.192 -2.906  -0.40
H -0.160 -0.935 2.425  0.48
H 0.901 2.117 0.771  0.53
H -2.144 -1.453 1.211  0.45
H 1.889 -1.446 -0.178  0.19
C 2.651 0.533 -0.542  -0.61
F -4.697 -0.081 -4.436  -0.38
H 1.990 2.563 2.098  0.37
H 3.452 0.528 -1.278  0.38
Al -4.258 0.507 -2.925  0.56
C -1.954 -1.132 0.187  -0.32
H -2.455 -3.062 -0.619  0.34
F -5.276 -0.090 -1.718  -0.41
C -1.680 -2.304 -0.741  -1.08
H -2.782 -0.532 -0.179  0.21
H 3.748 1.413 0.975  0.36
H 3.064 2.522 -0.053  0.37
H -1.695 -1.958 -1.773  0.27
C 1.747 1.788 1.375  -1.12
C 0.000 0.034 1.950  -1.01
O 2.408 -0.553 1.640  -0.53
C 2.630 -0.774 0.254  -0.24
F -2.677 -0.023 -2.548  -0.36
C 1.468 0.425 2.064  0.39
H -0.576 0.778 2.510  0.37
H 1.692 0.536 3.125  0.45

ORCA calculation (ωB97M-V/def2-TZVPD) on an isolated molecule of C12H18N2 in a non-equilibrium geometry.

## Properties
HOMO   -8.2 eV
Orbital gap   8.88 eV
SMILES   CC1=NN1[C@]12C[C@H]3C[C@H](C[C@H](C3)C1)C2
Relative energy (zero: lowest compared OMol25 entry of this formula, charge and spin)   4.7476 eV

Last column: Mulliken charge in e.
CARTESIAN COORDINATES (ANGSTROEM)
H -1.654 -1.542 -1.943  0.56
H -2.821 -0.677 1.431  0.65
N 3.257 -1.393 0.466  -0.68
H -2.693 1.566 0.171  0.31
C -1.281 0.386 -1.308  0.16
C 4.345 0.949 0.156  -0.83
H -3.122 -0.698 -1.130  0.36
H 0.897 1.425 0.708  0.58
H -2.126 -2.495 0.241  0.42
H 0.287 -2.306 -0.886  0.67
C -1.811 -0.731 1.407  -1.62
C -0.001 -1.809 -0.054  -2.24
C 0.723 -0.446 -0.187  1.54
C -1.031 0.584 1.244  0.40
H -1.403 -1.383 2.179  0.45
C 3.452 -0.212 0.063  0.61
C -1.595 1.281 -0.044  -1.48
H 3.894 1.853 -0.486  0.22
H -1.081 1.360 1.974  0.36
H 0.887 0.349 1.945  0.28
H 0.513 -0.022 -2.470  0.29
H 0.742 1.475 -1.317  0.29
C -1.979 -0.976 -1.161  -1.28
C -1.511 -1.628 0.179  0.30
H 0.403 -2.260 0.741  0.65
H -1.136 2.179 -0.032  0.71
H 5.377 0.558 -0.236  0.32
H -1.784 0.835 -2.095  0.43
H 4.209 1.320 1.263  0.24
C 0.264 0.370 -1.421  -0.89
C 0.450 0.496 0.974  -1.52
N 2.204 -0.720 -0.519  -0.26

ORCA calculation (ωB97M-V/def2-TZVPD) on an isolated molecule of C16H20N4O2S in a non-equilibrium geometry.

## Properties
HOMO   -8.7 eV
Orbital gap   9.19 eV
SMILES   Cc1nnc(SCC(=O)NC[C@H]2CCCO2)n1-c1ccccc1
Relative energy (zero: lowest compared OMol25 entry of this formula, charge and spin)   1.7684 eV

Last column: Mulliken charge in e.
CARTESIAN COORDINATES (ANGSTROEM)
C 2.089 2.364 -1.584  -1.49
H -2.364 -0.565 -1.316  0.34
N 1.496 0.008 -0.882  0.46
H 1.505 -0.870 1.607  0.43
H -1.292 -3.947 -1.413  0.43
H -4.352 0.771 1.673  0.30
H 3.502 -1.438 2.934  0.40
O -3.454 1.791 0.162  -0.50
H -4.768 -0.229 -0.611  0.33
O -3.062 -3.210 0.260  -0.67
H -1.602 -0.331 1.109  -0.23
H -1.863 2.420 2.373  0.33
C -2.143 2.317 0.232  -0.24
C -3.984 -0.586 0.063  -1.16
S 0.236 -2.394 -0.514  -0.07
N -2.911 -1.168 -0.705  -0.13
C 4.877 -0.949 1.368  -0.44
H -2.221 3.406 0.203  0.32
C 5.018 -0.499 0.066  -0.69
N 0.031 1.093 -2.096  -1.15
C -1.319 -2.860 -1.346  -0.76
C 1.205 1.179 -1.548  1.16
C -2.198 0.410 1.643  -0.07
C -3.550 0.604 0.939  0.08
H 6.001 -0.397 -0.370  0.39
H 2.801 2.288 -2.406  0.31
C -1.550 1.790 1.539  -0.56
H -4.382 -1.383 0.697  0.46
C 3.615 -1.086 1.921  -0.85
H -1.314 -2.400 -2.331  0.41
C -2.523 -2.439 -0.507  0.65
H 1.479 3.249 -1.744  0.37
H -2.322 0.076 2.670  0.46
H -0.462 1.752 1.515  0.28
H -1.558 1.985 -0.635  0.10
H 4.005 0.151 -1.708  0.45
C 0.387 -0.768 -1.097  0.12
H 5.752 -1.197 1.950  0.40
H 2.642 2.455 -0.651  0.36
C 3.902 -0.183 -0.687  -0.14
C 2.491 -0.770 1.180  -0.05
N -0.483 -0.122 -1.828  -0.14
C 2.638 -0.318 -0.126  0.01

ORCA calculation (ωB97M-V/def2-TZVPD) on a structure of composition C25H44BN3OS2SbSi3Tc in a non-equilibrium geometry.

## Properties
HOMO (alpha / beta)   -10.5 / -11.1 eV
2S+1   4
Orbital gap (alpha / beta)   6.44 / 6.31 eV
Total charge   +1
Relative energy (zero: lowest compared OMol25 entry of this formula, charge and spin)   0.1469 eV

Last column: Mulliken charge in e.
CARTESIAN COORDINATES (ANGSTROEM)
C 0.564 -0.561 -4.717  0.13
H -4.726 -1.813 1.222  0.49
H 2.732 1.339 3.405  0.35
H 2.457 4.364 0.470  0.34
C -4.006 -2.138 -1.752  -1.37
Si -0.639 2.439 2.257  0.37
H 3.736 3.804 1.543  0.47
H -1.323 0.920 -3.321  0.68
H 0.428 -1.212 3.618  0.44
H -3.643 -1.965 -2.769  0.32
H -5.062 -1.851 -1.723  0.39
C 3.059 1.426 -0.584  -0.87
B 0.799 -0.310 -6.215  0.39
C 0.185 2.144 3.904  -1.02
N 0.390 -0.715 -3.573  -1.20
H -2.989 2.392 1.538  0.40
H -0.993 -2.001 2.874  0.51
H -0.104 -6.603 0.427  0.47
S 2.767 -2.842 1.269  -0.17
H -0.541 2.332 4.703  0.45
C -0.968 -5.286 -1.047  -0.78
C -0.065 3.403 -0.771  -0.79
H -2.791 1.348 -0.341  -0.46
Sb 0.331 -0.674 1.048  -0.46
C -3.633 -1.767 1.188  -1.07
C -0.574 3.883 -1.955  -1.25
H 4.147 1.539 -0.531  0.54
C 5.454 -2.816 0.044  -0.77
C -0.846 4.284 2.104  -1.29
C 3.111 -2.563 -0.313  0.71
H -0.283 -0.364 -6.766  -0.10
H -3.944 -3.206 -1.537  0.37
S 1.989 -2.505 -1.692  -0.29
C -0.093 -4.551 1.042  -0.49
H 1.010 2.848 4.046  0.32
C -0.978 1.659 -2.615  -0.69
C -2.382 1.775 2.207  -0.82
H 1.576 -1.162 -6.588  -0.08
C 0.389 1.567 0.881  2.05
C -1.092 2.991 -2.886  -1.41
H 6.318 -2.719 -0.603  0.26
H 4.145 1.141 2.372  0.53
H 5.473 -2.084 0.847  0.34
N -0.417 1.175 -1.474  1.25
O 4.321 -2.577 -0.818  -0.27
C -0.038 2.030 -0.487  -1.69
H -1.056 -0.256 3.315  0.46
Si 2.286 1.927 1.034  0.65
H 2.868 0.379 -0.850  -0.03
H -1.465 4.563 1.250  0.41
C -0.437 -1.076 2.969  -1.23
H -3.304 -1.157 2.028  0.29
H -2.444 0.750 1.848  -0.22
Tc 0.330 -0.823 -1.614  -0.04
H -3.689 0.870 -1.793  0.38
H -1.719 -3.694 -2.293  0.64
H -1.375 4.610 3.007  0.46
H 2.909 -0.103 2.386  0.20
H 0.088 4.845 2.057  0.32
H -3.255 -2.783 1.335  0.32
H 0.580 1.140 4.047  0.25
C -0.979 -2.998 -0.396  -0.19
C 3.064 0.979 2.430  -0.94
H -4.481 0.875 -0.215  0.52
H 2.137 4.129 2.200  0.29
C -0.366 -5.587 0.167  -0.90
H 0.400 -4.733 1.990  0.49
H 1.304 0.799 -6.256  -0.09
H -1.545 3.316 -3.811  0.52
C -1.282 -3.971 -1.341  -0.86
Si -3.113 -1.128 -0.479  0.21
N -0.398 -3.282 0.767  0.37
H 0.311 4.088 -0.028  0.78
H -1.181 -6.070 -1.764  0.49
C -3.539 0.661 -0.729  -0.44
H -2.848 1.817 3.197  0.57
H -0.581 4.949 -2.150  0.50
H 2.706 2.058 -1.405  0.25
C -1.231 -1.522 -0.627  2.08
H 5.390 -3.817 0.465  0.35
C 2.664 3.726 1.332  -1.11

ORCA calculation (ωB97M-V/def2-TZVPD) on an isolated molecule of C17H18N6 in a non-equilibrium geometry.

## Properties
HOMO   -7.7 eV
Orbital gap   7.70 eV
SMILES   N#CC[C@@H](C1CCCC1)n1cc(-c2ncnc3[nH]ccc23)cn1
Relative energy (zero: lowest compared OMol25 entry of this formula, charge and spin)   13.4298 eV

Last column: Mulliken charge in e.
CARTESIAN COORDINATES (ANGSTROEM)
H 0.252 -2.890 -4.534  0.44
H -1.386 3.388 5.337  0.58
H -1.276 1.169 -2.627  0.73
N -0.711 1.322 -0.869  1.53
C -0.519 0.781 -2.155  -1.27
C -1.795 2.412 0.749  -1.23
C 0.902 -1.438 -2.072  -1.25
H 1.942 -2.049 4.679  0.34
C 0.925 -0.628 3.242  -0.28
H -2.062 -1.551 -3.419  0.25
N 1.080 -0.098 5.397  -0.03
C -0.937 2.723 4.795  -0.49
N -0.965 2.598 3.539  -0.32
C -0.723 1.741 2.822  0.50
H 1.040 -1.191 2.225  0.18
C 0.312 1.038 4.918  -0.18
H 0.163 -3.479 -1.594  0.41
C 0.726 1.378 -2.410  -0.25
C -0.262 -2.706 -3.622  -0.96
H -0.627 -0.856 -4.370  0.48
C -0.530 -0.672 -2.163  0.70
H 1.457 -0.252 6.357  0.24
C -0.329 0.757 0.403  -0.50
H 0.322 2.622 -2.538  0.38
N 1.418 0.905 -4.982  -0.60
H -2.499 2.939 1.060  0.60
C 1.281 -1.163 4.580  -0.49
H 1.456 -1.110 -2.704  0.90
H -1.046 -1.369 -1.238  0.44
H -0.773 -3.515 -3.705  0.57
C -0.893 1.513 1.369  0.48
C -0.918 -1.359 -3.543  -1.10
H 0.569 0.106 0.537  0.12
H 1.539 1.239 -1.896  0.45
H 1.466 -1.593 -0.947  0.00
N -1.665 1.911 -0.580  -1.34
H 1.469 -3.377 -2.747  0.34
C 1.049 1.150 -3.798  0.09
C 0.078 0.584 3.487  0.78
N -0.039 1.980 5.490  -0.53
C 0.506 -2.960 -2.473  -0.69